{
  "formula": "C4H6O2",
  "method": "the ωB97M-V functional and the def2-TZVPD basis",
  "elements": ["O", "C", "C", "C", "C", "O", "H", "H", "H", "H", "H", "H"],
  "coordinates": [[-0.32056, 0.64708, -3.03439], [-1.41408, 0.64376, -2.72271], [0.87881, -0.57193, -0.33693], [1.28136, -0.45605, 0.92912], [-0.14259, -0.76232, 1.31184], [-0.45766, -0.85106, -0.11693], [-1.20263, 1.56032, -0.00175], [1.26980, -0.51070, -1.34657], [-1.03422, 2.22751, 0.28425], [2.19730, -0.24152, 1.45688], [-0.72250, 0.03825, 1.77966], [-0.33303, -1.72333, 1.79752]],
  "atomic_forces_ev_per_a": [[-1.353, -0.003, 0.360], [1.301, 0.011, -0.417], [0.226, 0.059, -0.083], [0.017, 0.002, -0.085], [-0.143, -0.024, 0.326], [-0.003, -0.048, -0.059], [0.016, 0.089, 0.042], [-0.014, -0.002, 0.200], [-0.017, -0.050, -0.032], [-0.134, -0.054, -0.118], [0.082, -0.115, -0.069], [0.023, 0.135, -0.065]],
  "lowdin_charge": [0.00, 0.01, -0.17, -0.04, -0.18, -0.13, 0.02, 0.11, 0.06, 0.09, 0.10, 0.12],
  "e_above_lowest_ev": 3.655,
  "homo_ha": -0.3335,
  "gap_ev": 10.3
}